DFT (the ωB97M-V functional and the def2-TZVPD basis) results for a 2-piece molecular cluster, C8H17N2O2S overall.

Atoms and positions in Å:
1 C -1.780 0.688 -0.348
2 C -2.265 -0.671 0.002
3 C 0.500 1.169 1.726
4 C 1.070 3.061 0.130
5 C 0.124 -1.209 -2.088
6 C 2.128 -0.899 -0.656
7 C -1.837 -2.513 1.376
8 C 0.366 0.791 -0.688
9 N 0.819 1.609 0.324
10 N 0.712 -0.596 -0.823
11 O -3.402 -0.987 -0.363
12 O -1.370 -1.371 0.757
13 S -2.417 2.141 -0.184
14 H 1.460 1.317 2.415
15 H -0.289 1.731 2.178
16 H 0.172 0.064 1.768
17 H 0.265 3.784 0.368
18 H 1.885 3.353 0.676
19 H 1.284 3.329 -0.997
20 H 0.825 -0.684 -2.881
21 H 0.292 -2.352 -1.954
22 H -0.993 -0.959 -2.201
23 H 2.688 -0.423 -1.405
24 H 2.648 -0.506 0.307
25 H 2.543 -1.973 -0.625
26 H -2.756 -2.728 0.882
27 H -2.108 -2.290 2.480
28 H -1.234 -3.370 1.381
29 H 0.426 1.493 -1.496
30 H 0.247 -0.997 -0.061

Its charge is +1. Its highest occupied orbital energy is -11.40 eV. The energy relative to the best compared isomer or geometry (same formula, charge and spin) comes out at 463.6 kJ/mol. For the molecular weight, the calculation gives 205.30 g mol⁻¹.